Entry 1:
{"formula": "C20H24N2O3", "method": "ωB97M-V with the def2-TZVPD basis set", "relative_energy_kj_mol": 524.44, "multiplicity": 1, "fmax_ha_per_bohr": 0.088, "total_charge": 0, "smiles": "C=C[C@H]1CN2CC[C@H]1C[C@H]2[C@H](O)C1=c2cc(OC)ccc2=NC(=O)C1", "species": ["O", "N", "O", "O", "C", "C", "C", "C", "C", "C", "C", "C", "C", "C", "N", "C", "C", "C", "C", "C", "C", "C", "C", "C", "C", "H", "H", "H", "H", "H", "H", "H", "H", "H", "H", "H", "H", "H", "H", "H", "H", "H", "H", "H", "H", "H", "H", "H", "H"], "positions_angstrom": [[-3.679, -2.943, 1.187], [-3.708, -1.154, -0.215], [-1.807, 3.698, -2.062], [-0.535, 0.371, 3.304], [-3.166, -1.863, 0.855], [5.376, -2.337, 1.724], [4.136, -1.943, 1.266], [-1.460, -0.007, 1.124], [-3.306, 1.898, -2.147], [-2.216, 2.508, -1.549], [-3.799, 0.673, -1.677], [-1.610, 1.857, -0.431], [-3.230, 0.023, -0.563], [-2.120, 0.640, 0.075], [1.599, 0.348, 0.075], [-0.987, 4.536, -1.264], [-1.965, -1.371, 1.579], [2.140, 1.741, 0.055], [3.363, 1.871, 0.959], [2.253, 0.200, 2.457], [2.657, -0.613, -0.360], [1.098, -0.058, 1.427], [3.559, 0.542, 1.714], [-0.266, 0.588, 1.905], [3.836, -0.572, 0.660], [-1.474, 0.606, 3.444], [6.176, -1.627, 1.765], [5.538, -3.302, 2.135], [3.362, -2.697, 1.295], [-3.788, 2.334, -3.023], [-4.579, 0.204, -2.226], [-0.725, 2.290, 0.003], [-1.381, 4.661, -0.275], [0.042, 4.176, -1.224], [-0.983, 5.506, -1.738], [-1.116, -2.034, 1.361], [-2.192, -1.435, 2.701], [1.389, 2.447, 0.389], [2.362, 2.041, -0.963], [4.271, 2.163, 0.382], [3.240, 2.671, 1.681], [2.018, 1.047, 3.123], [2.430, -0.735, 3.054], [2.237, -1.620, -0.491], [3.035, -0.242, -1.346], [0.974, -1.152, 1.389], [4.390, 0.569, 2.447], [-0.200, 1.675, 1.792], [4.743, -0.247, 0.155]], "forces_ev_per_a": [[0.8859, 1.7303, -0.3450], [-0.1675, 0.1947, -0.0224], [-0.3112, -0.1080, -0.0444], [0.1441, -0.1773, -0.3217], [-1.5825, -1.9065, -0.4143], [-3.0285, 1.5410, -0.9340], [2.6451, -0.3650, 0.6582], [-0.8256, 0.6568, -0.4166], [-2.2848, -2.8214, -0.3272], [2.7411, -0.4931, 3.5461], [0.7785, 2.8278, -1.5661], [-0.7862, 2.6815, -2.7708], [-0.5676, -2.1910, 0.6212], [2.3842, -0.4825, 2.1632], [-0.9392, 0.1502, -0.1254], [0.3084, -0.1821, -0.5914], [0.6037, 1.2690, 0.9201], [-0.2958, -0.8594, 0.3637], [1.2296, -0.0135, 0.1646], [0.1116, -0.3344, 0.4595], [0.1376, 1.4684, 0.0318], [0.9325, 0.1117, 0.6581], [-0.3873, -0.5619, -0.2731], [-0.5189, -0.4408, -0.8624], [0.3361, -0.5886, 0.4899], [0.7860, -0.1045, -0.0516], [0.4869, 0.2246, -0.1443], [0.0723, -0.6825, 0.2223], [-0.3639, 0.0219, -0.0502], [0.2422, 0.0557, 0.2292], [-0.5818, -0.3917, -0.0678], [-0.0531, 0.0472, 0.0026], [-0.2916, -0.1565, 0.6952], [0.0302, -0.1406, 0.0756], [-0.0168, 0.1751, -0.2563], [-0.2302, -0.3073, 0.2971], [0.5975, 0.0946, -1.5861], [-0.4412, -0.0926, 0.1145], [0.0474, -0.2835, -0.3223], [-0.4462, -0.4339, 0.2713], [-0.1674, 0.1844, 0.2233], [-0.0689, -0.4660, 0.0073], [-0.2853, 0.9902, -0.2156], [0.0356, 0.3293, 0.1092], [-0.4751, -0.4352, 0.6389], [-0.2223, 0.3405, -0.1579], [-0.3653, 0.1274, -0.4949], [0.0015, -0.1116, -0.3724], [0.1662, -0.0906, -0.2288]], "lowdin_charge": [0.036, 0.176, -0.072, -0.032, -0.456, 0.029, -0.122, -0.028, 0.033, -0.263, 0.023, 0.057, -0.237, -0.110, -0.100, -0.067, -0.029, -0.161, -0.136, -0.087, -0.111, -0.200, -0.264, -0.251, -0.271, 0.111, 0.047, 0.035, 0.091, 0.128, 0.107, 0.073, 0.091, 0.086, 0.091, 0.143, 0.165, 0.087, 0.114, 0.121, 0.106, 0.121, 0.130, 0.118, 0.130, 0.138, 0.149, 0.132, 0.130]}

---

Entry 2:
{"formula": "C20H24N2O3S", "method": "ωB97M-V with the def2-TZVPD basis set", "relative_energy_kj_mol": 2002.07, "multiplicity": 1, "fmax_ha_per_bohr": 0.341, "total_charge": 0, "species": ["C", "C", "O", "C", "C", "C", "C", "C", "C", "O", "C", "C", "H", "H", "H", "H", "H", "H", "C", "H", "H", "S", "C", "N", "C", "C", "C", "C", "C", "N", "C", "O", "C", "H", "H", "H", "H", "H", "H", "C", "H", "H", "H", "H", "H", "H", "H", "H", "H", "H"], "positions_angstrom": [[6.139, 2.233, 1.139], [5.441, 0.980, 0.692], [4.072, 1.439, 0.688], [3.072, 0.635, -0.072], [1.887, 1.200, -0.536], [0.817, 0.731, -1.110], [0.926, -0.601, -1.488], [2.124, -1.174, -1.424], [3.082, -0.633, -0.584], [4.260, -1.499, -0.162], [4.004, -1.976, 1.080], [2.953, -3.222, 0.868], [3.349, -4.172, 0.046], [3.083, -3.787, 1.941], [2.044, -2.954, 0.668], [3.698, -1.523, 1.996], [5.097, -2.730, 1.326], [2.237, -2.261, -1.573], [0.058, -0.992, -2.556], [0.329, -1.798, -3.056], [-0.686, -0.364, -3.117], [-1.360, -1.935, -1.289], [-2.437, -0.684, -1.037], [-2.368, 0.432, -1.494], [-3.205, 1.499, -1.677], [-4.213, 1.138, -0.611], [-4.443, -0.301, 0.014], [-3.460, -0.947, -0.255], [-3.659, -2.412, 0.496], [-3.609, -3.441, 0.965], [-5.630, -0.270, 0.859], [-6.120, 0.735, 1.471], [-5.210, 1.186, 2.673], [-5.165, 0.214, 3.369], [-5.738, 1.947, 3.122], [-4.200, 1.619, 2.330], [-6.458, -0.692, 0.115], [-5.409, -1.175, 1.878], [-5.039, 1.940, -0.410], [-3.097, 2.772, -2.014], [-2.105, 2.479, -2.683], [-2.838, 3.468, -1.133], [-3.991, 2.935, -2.568], [-0.064, 1.243, -1.374], [1.669, 2.448, -0.086], [5.639, 0.132, 1.416], [5.651, 0.515, -0.254], [5.915, 2.454, 2.069], [5.941, 3.108, 0.216], [7.016, 2.060, 1.127]], "forces_ev_per_a": [[-9.0660, 2.3991, -7.5674], [-0.9797, -0.6019, 1.1828], [-3.3385, -2.8688, -1.8750], [0.9891, 1.2228, -0.0119], [1.0894, 9.0736, 5.1562], [-0.8961, -2.3058, -0.6589], [-0.5811, 2.8554, -3.4654], [1.9588, -3.1232, 2.3731], [4.5123, -1.8040, 1.6711], [-1.9068, 3.7635, -1.9332], [1.9796, -8.6224, -0.3724], [8.1394, -4.5522, 2.8718], [-1.0472, 3.3466, 2.2748], [-1.0029, 1.1664, -2.5103], [-5.3549, 1.4182, -1.0024], [0.0102, 1.7010, 0.1207], [-3.0335, 2.7193, -0.2798], [0.1501, 0.6827, -0.6908], [-5.9436, 0.5045, 3.1492], [1.4415, -3.5448, -2.5486], [1.3650, 0.0125, 0.8134], [3.0351, -1.7645, -1.8939], [1.4429, -2.2029, -0.0672], [4.0670, 7.4028, -7.0489], [-5.4772, -11.4478, 12.1151], [-2.4282, 1.0872, -2.1588], [-5.8809, 14.3301, -0.1796], [1.7415, -12.7257, 3.9877], [1.7651, 4.0310, -2.7390], [-0.2666, -2.0589, 1.0890], [-0.9746, -8.9679, 0.3491], [0.9349, 5.6386, 3.7972], [0.5089, -3.3725, -1.9812], [0.2692, 2.2055, -1.5938], [-1.3285, 1.5450, 1.0043], [-1.4813, -1.2044, 0.3206], [1.2652, 0.4758, 1.7760], [-0.5363, 1.5872, -3.1836], [1.3082, -1.6188, -0.1017], [5.3426, 4.4329, -3.0775], [-1.8677, 2.5213, 0.5576], [-0.5083, -0.8709, -1.7214], [-0.2801, 1.4155, -0.7135], [-0.6614, 0.8389, 0.0517], [1.1461, -3.6288, -1.4783], [-0.5554, 0.8983, -0.3239], [0.5599, 0.5013, -0.6403], [-1.8416, 1.7070, 4.2926], [0.3934, -2.2281, 3.2172], [11.8228, -1.9692, -0.3524]], "lowdin_charge": [-0.032, -0.237, -0.071, -0.120, -0.040, -0.074, -0.383, 0.006, -0.125, -0.133, -0.313, -0.089, 0.155, 0.104, -0.048, 0.096, 0.191, 0.149, -0.129, 0.015, 0.104, 1.021, -0.757, 0.085, -0.354, 0.127, -0.190, -0.250, -0.167, 0.139, -0.358, -0.173, 0.032, 0.129, 0.035, 0.110, 0.183, 0.190, 0.135, -0.072, 0.162, 0.141, 0.091, 0.089, 0.207, 0.128, 0.115, 0.034, 0.187, -0.046]}

---

Entry 3:
{"formula": "C20H24N2O4", "method": "ωB97M-V with the def2-TZVPD basis set", "relative_energy_kj_mol": 260.66, "multiplicity": 1, "fmax_ha_per_bohr": 0.011, "total_charge": 0, "smiles": "COc1ccc(CC(=O)Nc2ccccc2N2CCOCC2)cc1OC", "species": ["C", "H", "H", "H", "O", "C", "C", "C", "C", "C", "C", "O", "C", "H", "H", "H", "H", "C", "C", "O", "N", "C", "C", "C", "C", "C", "C", "N", "C", "H", "C", "H", "O", "C", "H", "C", "H", "H", "H", "H", "H", "H", "H", "H", "H", "H", "H", "H", "H", "H"], "positions_angstrom": [[1.675, -0.485, -4.669], [2.176, -1.418, -4.947], [1.896, 0.276, -5.415], [0.593, -0.648, -4.629], [2.167, 0.027, -3.457], [2.006, -0.713, -2.313], [1.420, -1.974, -2.297], [1.285, -2.699, -1.126], [1.752, -2.188, 0.074], [2.334, -0.928, 0.066], [2.459, -0.170, -1.095], [3.034, 1.051, -0.900], [2.925, 2.069, -1.872], [1.884, 2.242, -2.159], [3.321, 2.963, -1.389], [3.512, 1.846, -2.764], [2.723, -0.490, 0.974], [1.559, -2.940, 1.356], [0.175, -2.698, 1.975], [-0.478, -3.589, 2.469], [-0.198, -1.397, 1.911], [-1.326, -0.765, 2.443], [-2.109, -1.336, 3.435], [-3.139, -0.610, 4.008], [-3.374, 0.693, 3.609], [-2.616, 1.259, 2.597], [-1.607, 0.535, 1.976], [-0.794, 1.028, 0.936], [-0.974, 0.422, -0.376], [-1.284, -0.617, -0.269], [-2.011, 1.191, -1.202], [-2.088, 0.775, -2.208], [-1.625, 2.538, -1.359], [-1.534, 3.176, -0.104], [-1.193, 4.194, -0.303], [-0.544, 2.452, 0.821], [-0.554, 2.901, 1.814], [0.463, 2.559, 0.397], [-2.534, 3.216, 0.355], [-2.995, 1.135, -0.709], [-0.014, 0.457, -0.902], [-2.823, 2.273, 2.290], [-4.159, 1.271, 4.073], [-3.744, -1.060, 4.781], [-1.894, -2.340, 3.760], [0.417, -0.759, 1.417], [2.300, -2.630, 2.097], [1.656, -4.015, 1.200], [0.818, -3.671, -1.155], [1.062, -2.409, -3.215]], "forces_ev_per_a": [[-0.0772, -0.0817, -0.2154], [-0.0389, 0.0246, 0.0147], [-0.0449, -0.0922, 0.0029], [0.0402, -0.0147, 0.0013], [0.1395, -0.0094, 0.5100], [0.0731, 0.1631, -0.0489], [-0.0052, 0.0899, -0.1171], [0.0334, 0.0346, 0.0953], [0.1592, 0.1019, -0.1481], [0.0760, -0.0327, -0.3133], [-0.0312, 0.0062, 0.0624], [0.0346, -0.4818, 0.0777], [0.0313, 0.4585, -0.2819], [0.0495, -0.0078, 0.0142], [-0.0505, -0.0372, -0.0431], [-0.0627, 0.0524, 0.1013], [0.0366, 0.0692, 0.1393], [-0.1870, -0.1202, 0.1048], [0.4228, -0.0638, -0.1975], [-0.1827, -0.2331, 0.1741], [0.0426, 0.4401, -0.1094], [-0.2305, 0.0386, 0.1379], [0.0010, -0.1371, 0.0306], [-0.0222, 0.1109, -0.0242], [-0.1005, -0.0007, 0.1083], [0.0739, -0.0075, -0.0704], [-0.0681, -0.1709, 0.1545], [0.1928, 0.0154, 0.0881], [-0.3200, 0.1456, -0.4570], [0.0765, -0.0108, -0.0053], [0.1268, -0.4083, 0.1212], [-0.0437, -0.0476, 0.0616], [0.1116, 0.1132, -0.0990], [0.0984, 0.0111, 0.2751], [-0.0353, -0.0285, 0.0972], [-0.0652, 0.2449, -0.1849], [0.0533, 0.0252, -0.0167], [-0.0433, 0.1072, 0.0376], [0.0797, 0.0320, -0.0361], [0.0441, -0.0059, -0.0570], [-0.1017, -0.0842, -0.0214], [-0.0019, 0.0595, -0.0765], [-0.0667, 0.0450, 0.0354], [-0.0451, -0.0480, 0.0740], [0.0243, -0.0503, 0.0075], [-0.1089, -0.0951, 0.0380], [0.0310, -0.0529, 0.0022], [-0.0367, 0.0685, 0.0825], [-0.0577, -0.1348, -0.0052], [-0.0243, -0.0004, -0.1215]], "lowdin_charge": [-0.079, 0.098, 0.097, 0.097, -0.111, -0.206, -0.011, -0.031, -0.244, 0.023, -0.211, -0.068, -0.073, 0.094, 0.095, 0.091, 0.137, -0.047, -0.453, 0.073, 0.142, -0.151, -0.006, -0.087, -0.094, -0.024, -0.176, -0.106, -0.125, 0.134, -0.176, 0.126, -0.132, -0.189, 0.126, -0.131, 0.129, 0.122, 0.113, 0.130, 0.112, 0.098, 0.100, 0.101, 0.103, 0.112, 0.129, 0.126, 0.120, 0.104]}

---

Entry 4:
{"formula": "C20H24N2O5S", "method": "ωB97M-V with the def2-TZVPD basis set", "relative_energy_kj_mol": 169.42, "multiplicity": 1, "fmax_ha_per_bohr": 0.020, "total_charge": 0, "smiles": "CCOc1ccc(S(=O)(=O)Nc2ccc(C(=O)NC[C@@H]3CCCO3)cc2)cc1", "species": ["C", "C", "H", "H", "O", "C", "C", "C", "C", "C", "C", "H", "H", "S", "O", "O", "N", "C", "C", "C", "C", "C", "C", "H", "H", "C", "O", "N", "H", "C", "H", "C", "H", "C", "H", "C", "H", "C", "H", "O", "H", "H", "H", "H", "H", "H", "H", "H", "H", "H", "H", "H"], "positions_angstrom": [[-0.075, -4.554, -0.661], [-0.591, -3.123, -0.767], [-1.682, -3.116, -0.704], [-0.299, -2.665, -1.719], [-0.175, -2.314, 0.321], [1.074, -1.806, 0.358], [2.043, -1.954, -0.636], [3.265, -1.319, -0.506], [3.534, -0.556, 0.611], [2.599, -0.427, 1.622], [1.378, -1.052, 1.499], [0.624, -0.966, 2.265], [2.847, 0.164, 2.489], [4.997, 0.470, 0.613], [6.131, -0.225, 0.087], [5.113, 1.140, 1.870], [4.578, 1.601, -0.588], [3.227, 1.937, -0.635], [2.621, 2.420, 0.523], [1.255, 2.609, 0.567], [0.466, 2.322, -0.545], [1.093, 1.932, -1.727], [2.457, 1.738, -1.778], [2.929, 1.409, -2.692], [0.476, 1.757, -2.596], [-1.023, 2.365, -0.555], [-1.666, 2.408, -1.588], [-1.615, 2.313, 0.665], [-1.049, 2.169, 1.485], [-3.040, 2.176, 0.821], [-3.484, 2.349, -0.161], [-3.433, 0.776, 1.340], [-2.992, 0.626, 2.332], [-3.054, -0.332, 0.354], [-2.980, -1.283, 0.882], [-4.250, -0.325, -0.600], [-4.065, 0.360, -1.426], [-5.400, 0.185, 0.285], [-6.097, -0.614, 0.558], [-4.832, 0.675, 1.492], [-5.967, 0.984, -0.207], [-4.462, -1.310, -1.009], [-2.111, -0.135, -0.150], [-3.418, 2.928, 1.520], [0.817, 2.997, 1.475], [3.240, 2.615, 1.383], [4.978, 1.332, -1.476], [4.020, -1.417, -1.270], [1.853, -2.542, -1.519], [-0.463, -5.144, -1.487], [-0.407, -4.996, 0.274], [1.012, -4.584, -0.687]], "forces_ev_per_a": [[-0.0463, 0.4097, 0.0977], [-0.0720, -0.3587, -0.2539], [0.1333, 0.0495, -0.0814], [-0.0560, 0.0286, 0.0873], [0.0854, 0.0921, 0.2211], [0.2155, 0.2270, 0.1715], [-0.1548, -0.1135, -0.0839], [0.0427, -0.1015, 0.0538], [0.6819, 0.2678, 0.1524], [-0.0415, -0.1475, 0.0893], [-0.0623, -0.1550, -0.1332], [-0.0873, 0.0175, 0.1129], [-0.0636, 0.0952, 0.1242], [-0.0717, -0.1766, -0.4614], [-0.0974, -0.0940, -0.2429], [-0.3642, 0.0504, 0.0506], [0.6970, -0.4299, 0.4811], [-0.8554, 0.5227, 0.0747], [0.0545, 0.1702, -0.1809], [-0.1392, -0.0547, -0.2157], [0.3347, 0.0131, -0.1616], [-0.1683, 0.0764, 0.0882], [0.2061, 0.0647, 0.1527], [0.0364, -0.1005, -0.0978], [-0.0497, -0.0161, -0.0599], [-0.0174, 0.0564, 0.1984], [-0.0412, -0.0663, -0.2213], [0.0095, -0.0034, 0.3107], [0.0744, -0.0009, -0.1414], [-0.4273, -0.1509, 0.1298], [-0.0158, 0.0328, 0.1175], [0.4480, 0.1097, -0.1416], [0.0027, -0.0122, -0.0846], [-0.1217, 0.1032, 0.1534], [0.0538, -0.0083, 0.0214], [-0.0433, 0.1141, 0.0784], [-0.0049, -0.0242, -0.0430], [-0.3204, -0.1604, -0.2563], [0.0293, 0.0912, -0.0653], [0.0443, 0.1527, 0.1975], [0.0294, -0.0964, 0.0329], [-0.0016, -0.0071, -0.0579], [0.0749, -0.0647, -0.0103], [-0.0276, -0.0521, -0.1036], [-0.0465, 0.0196, 0.1082], [0.0093, 0.0890, 0.1153], [0.1124, -0.1333, -0.0255], [0.0342, -0.0405, -0.1749], [-0.0445, -0.0732, -0.0646], [-0.0240, -0.0885, -0.0953], [-0.0299, -0.0673, 0.0642], [0.0858, -0.0558, -0.0272]], "lowdin_charge": [-0.057, -0.239, 0.118, 0.120, -0.051, -0.255, 0.002, -0.051, -0.295, -0.056, 0.021, 0.123, 0.119, 0.674, -0.286, -0.276, -0.043, -0.323, -0.032, -0.015, -0.130, -0.002, -0.008, 0.117, 0.120, -0.457, 0.062, 0.076, 0.127, -0.112, 0.126, -0.323, 0.149, -0.126, 0.115, -0.141, 0.108, -0.183, 0.117, -0.101, 0.118, 0.106, 0.105, 0.131, 0.115, 0.113, 0.115, 0.123, 0.109, 0.080, 0.082, 0.069]}